C4H8O | ωB97M-V/def2-TZVPD

The geometry in XYZ format:
```
13
Properties=species:S:1:pos:R:3:forces:R:3
H 3.139976 2.269418 -1.939022 0.173 -0.976 -0.011
C 2.496442 1.415567 -2.301858 0.381 0.920 0.462
O 1.423904 1.768978 -2.896656 -0.793 -0.162 -0.506
H -0.201091 -0.573963 2.403335 0.953 0.013 0.221
C -0.799546 -0.424068 1.533324 -0.648 -0.469 -1.009
H -0.676605 -2.175916 0.488879 -0.689 0.068 -0.363
H -1.660193 -2.471481 1.823267 -0.585 0.410 0.259
C -1.511434 -1.711818 1.051944 1.877 0.357 0.570
H -0.186538 1.590491 0.810186 -0.217 -0.947 0.361
C -0.796662 0.667980 0.762837 -1.498 0.806 0.864
H 2.898006 0.388855 -2.385311 0.198 0.233 0.087
H -2.368955 -1.537859 0.418861 -0.171 -0.045 -0.122
H -1.757298 0.793814 0.230209 1.020 -0.209 -0.812
```
Forces are in eV/Å.

Max |F| ... 2.0 eV/A
Net charge ... -1
Multiplicity ... 2
ΔE to the lowest compared entry with this formula, charge and spin ... 180.1 kJ/mol
⟨S²⟩ ... 0.753
E ... -6321.895 eV

C10H17ClINOPSc | ωB97M-V/def2-TZVPD

The geometry in XYZ format:
```
33
Properties=species:S:1:pos:R:3:forces:R:3
H -4.902756 -0.229276 -2.247010 0.159 -0.007 0.567
C -4.440362 -0.369342 -1.262144 -0.059 0.068 0.231
H 2.845315 1.025118 -2.070809 0.331 0.216 0.307
H -2.401754 -0.197756 -1.990389 -0.261 -0.118 0.062
C -0.173158 1.458493 -0.954563 -1.576 2.999 -3.210
C -4.567205 -0.727033 1.147391 0.182 -0.043 0.400
H 2.938336 0.163810 2.519763 0.066 -0.040 0.218
P 2.423264 0.083323 0.158204 1.810 -0.288 0.688
H -6.286890 -0.557018 -0.145534 0.392 0.033 0.015
H 4.541559 -1.102253 0.085087 -0.336 -0.068 -0.175
H 3.159848 -2.187967 0.430941 0.225 0.074 -0.152
H 2.975900 1.785529 1.818946 0.006 0.061 0.065
H -1.006773 2.160922 0.878520 0.536 -0.152 -0.461
C -3.065234 -0.369456 -1.146070 0.165 -0.380 0.409
H 0.736504 2.522716 0.668010 -0.205 -0.613 0.013
H -2.623048 -0.924924 2.111558 -0.171 -0.090 -0.032
H 3.448250 -1.632112 -1.240771 0.070 -0.006 0.228
C -5.194356 -0.549016 -0.092424 -0.157 -0.083 -0.039
H 4.165794 1.415199 -0.949731 -0.214 -0.116 0.214
C -3.179752 -0.770873 1.185676 -0.413 0.083 -1.021
C -0.037411 1.742844 0.526532 -0.495 -1.133 1.734
H 0.248129 0.850722 1.237366 -0.060 2.128 -0.879
C 3.247651 0.743794 1.655236 -0.649 -0.085 0.190
N -2.444379 -0.626241 0.040332 -0.524 0.435 0.297
O -0.660711 2.286299 -1.683861 1.275 -2.343 2.056
I 0.556637 -0.350555 -2.299404 -1.310 -0.135 0.590
H -5.129765 -0.847405 2.089313 0.269 0.090 -0.742
Sc -0.399087 -0.942852 0.516946 1.851 -0.597 -0.577
C 3.077811 1.324314 -1.042113 -0.465 -0.019 -0.450
H 2.631838 2.308940 -0.876021 0.101 -0.004 0.013
C 3.504021 -1.346674 -0.184026 -0.261 -0.331 -0.035
H 4.326122 0.674056 1.548804 0.073 0.030 -0.073
Cl 0.273194 -2.286403 2.208285 -0.354 0.434 -0.452
```
Forces are in eV/Å.

Max |F| ... 4.7 eV/A
Net charge ... +2
E ... -64781.092 eV

C25H28CaClN6O4Si2 | ωB97M-V/def2-TZVPD

The geometry in XYZ format:
```
67
Properties=species:S:1:pos:R:3:forces:R:3
H -3.186109 4.378231 -0.273849 0.036 -0.029 0.086
C 0.467394 -2.288899 -1.203432 0.327 -0.630 -0.121
H -6.109542 -1.657823 0.741154 0.034 0.041 -0.037
H -2.776424 5.076238 3.937521 -0.023 -0.020 -0.024
H -7.013865 0.824247 -2.631805 0.041 -0.013 0.025
C 3.180879 4.112797 -0.482791 0.089 0.104 0.051
H 2.728716 6.210440 -0.588545 -0.005 -0.050 0.011
H 4.266453 -2.494112 0.161314 0.062 0.042 -0.009
C 0.990948 4.971659 -0.824723 -0.134 0.039 -0.031
H -2.109005 1.162876 2.354253 0.031 0.041 -0.030
C -4.146133 0.697950 -0.773844 -0.064 -0.163 0.002
H -0.734594 -6.352141 -1.079676 0.129 -0.019 -0.113
Si -2.383068 1.465070 -0.648049 -1.001 0.502 0.066
C -6.710541 -0.484174 -0.955126 0.061 0.067 -0.040
C -3.020835 4.867167 1.807329 0.010 -0.104 0.036
C 0.200033 -6.390336 -1.652797 -0.261 -0.092 -0.094
H -0.499235 3.450424 -1.038798 -0.162 -0.081 0.018
C 3.566869 1.657097 -0.379900 -0.291 0.105 -0.015
C -2.613194 2.648058 0.868539 0.111 0.051 0.060
C -2.959017 3.998835 0.720511 0.041 0.003 0.048
C -4.557307 -0.308357 0.115436 -0.077 0.084 -0.111
H 7.310824 2.037493 -0.657739 -0.031 0.027 -0.010
Cl -0.490673 -1.442159 2.445348 -0.097 -0.744 1.392
H -2.217769 2.680583 4.265900 -0.004 0.005 -0.055
N 5.289441 -0.355635 -0.124082 -0.056 -0.040 0.041
C 2.336549 5.200258 -0.625180 0.144 0.076 0.009
Ca -0.251142 -0.343934 -0.049647 0.703 0.951 -1.804
C -6.325443 0.501835 -1.856613 0.075 -0.001 0.078
H 1.886821 -6.622507 1.003177 0.010 0.076 -0.025
C -2.744614 4.401048 3.089588 -0.007 -0.021 -0.128
H -2.557567 2.510282 -1.728546 0.147 0.009 -0.090
H 0.598422 -7.410560 -1.595990 -0.057 0.102 -0.002
N 1.341453 2.599274 -0.704787 -0.052 0.117 0.030
H 0.286278 5.786273 -0.946316 0.039 -0.086 0.010
C 0.544926 3.658917 -0.865637 0.116 -0.259 0.061
O -1.602222 -1.437761 1.479449 0.291 -0.087 0.386
N 3.556704 -1.783756 0.151612 -0.040 -0.124 -0.014
H 3.874946 -4.889646 -1.426140 -0.135 -0.053 -0.082
H -0.038755 -6.170574 -2.700189 0.030 -0.035 0.154
C -2.360622 2.204546 2.175253 -0.043 0.101 -0.016
O -0.986586 -1.263810 3.772298 0.092 0.021 -0.446
H 2.621498 -2.071804 -0.074519 -0.591 -0.069 -0.096
C -2.425555 3.060867 3.271059 -0.037 -0.006 -0.092
C 5.668736 0.898982 -0.287476 0.189 0.097 -0.059
N 4.862067 1.955536 -0.409077 0.049 0.015 -0.003
H 2.928954 -4.920799 -2.921516 0.024 -0.079 0.119
H 2.572268 -4.996477 1.233594 -0.144 -0.107 -0.063
Si 1.432143 -5.163002 -0.969264 -0.005 -0.103 -0.088
C 3.960859 -0.537693 -0.085353 0.009 0.515 -0.040
O 0.363644 -0.296137 2.073672 0.083 -0.237 0.695
C -5.062505 1.082916 -1.760731 -0.036 -0.071 0.038
N 7.006766 1.142681 -0.322462 0.009 -0.047 0.053
C -5.820398 -0.886611 0.033826 0.071 0.072 -0.007
O 0.264129 -2.651299 2.311376 -0.246 0.392 0.084
H -4.779032 1.856839 -2.470038 -0.037 -0.061 0.060
H -3.875589 -0.650379 0.888058 -0.023 0.009 -0.022
H 7.612353 0.349180 -0.426342 0.008 0.000 -0.006
C 2.643461 2.833990 -0.521304 -0.120 -0.158 -0.102
C 0.840092 -3.461905 -1.138840 -0.026 0.414 -0.090
H 0.837008 -5.238809 1.405187 0.135 -0.092 -0.046
H 3.275576 -6.434232 -2.059051 -0.004 0.112 0.035
H -3.290023 5.908382 1.656177 0.025 -0.049 -0.001
C 1.716286 -5.554786 0.830704 0.023 0.131 0.349
N 3.035458 0.455244 -0.240018 0.286 -0.652 0.172
H -7.694251 -0.936208 -1.024226 0.040 0.017 -0.001
C 3.027378 -5.373967 -1.928295 0.282 0.011 -0.154
H 4.245263 4.224101 -0.339608 -0.039 0.032 -0.003
```
Forces are in eV/Å.

Max |F| ... 2.2 eV/A
Net charge ... -1
ΔE to the lowest compared entry with this formula, charge and spin ... 60.1 kJ/mol
E ... -90224.276 eV

C3H2FNO | ωB97M-V/def2-TZVPD

The geometry in XYZ format:
```
8
Properties=species:S:1:pos:R:3:forces:R:3
C -0.127211 1.118241 0.126831 0.250 -0.486 -2.345
O -1.427322 0.562384 -0.062239 2.776 2.636 1.126
F 2.107119 0.013680 -0.040440 -0.908 0.232 0.142
H -0.048649 2.230667 -0.049247 -0.060 -1.670 0.516
H 0.110486 -2.128196 -0.044942 0.472 -0.759 0.345
C -0.085213 -1.098893 0.105070 1.486 0.388 -1.440
N -1.294257 -0.732426 -0.027728 -2.778 -2.213 0.133
C 0.765046 0.034541 -0.007307 -1.237 1.872 1.523
```
Forces are in eV/Å.

Max |F| ... 4.0 eV/A
ΔE to the lowest compared entry with this formula, charge and spin ... 183.7 kJ/mol
SMILES string ... Fc1cnoc1
E ... -9395.605 eV

Question: Number 3 is which compound?
Answer: C25H28CaClN6O4Si2